DFT (wB97M-V/def2-TZVPD) results for 3 unconnected molecules or ions with the total composition C6H18BrO8P2 at a distorted geometry.

- E: -111519.407 eV
- ΔE to the lowest compared entry with this formula, charge and spin: 26.84 kcal/mol
- Molecular weight: 360.05 g mol⁻¹
- Total charge: -1

Geometry (Å):
1 Br -1.89391 -22.74483 4.14470
2 P -1.17118 -26.04881 1.84661
3 P -2.21743 -21.32377 9.61430
4 O -0.17464 -26.19591 3.10865
5 O -2.52540 -21.16218 8.09722
6 O -2.40153 -26.96206 2.32845
7 O -0.50288 -26.90519 0.67653
8 O -3.40643 -21.52984 10.45911
9 O -1.61400 -24.68934 1.39430
10 O -1.41388 -19.89294 9.85848
11 O -1.21277 -22.55297 9.64396
12 C -1.61685 -20.69073 7.14877
13 C 0.90525 -26.62566 0.47331
14 C -2.42631 -28.36144 2.34992
15 C -1.59904 -23.70371 9.05210
16 C 0.62682 -25.14826 3.61030
17 C -1.98255 -18.66060 9.39244
18 H -1.42202 -28.76439 2.21901
19 H -0.73713 -20.14445 7.48902
20 H -3.11407 -28.66313 1.55995
21 H 0.59295 -24.22272 3.03555
22 H -1.38192 -18.19261 8.61249
23 H -1.94817 -24.39140 9.82235
24 H -1.16409 -21.62626 6.82031
25 H -3.04217 -18.67342 9.13723
26 H -2.13189 -20.14242 6.35998
27 H 1.13957 -25.57895 0.27943
28 H -1.88725 -18.00726 10.25972
29 H -0.79776 -24.16856 8.47767
30 H -2.46026 -23.53625 8.40530
31 H -2.73474 -28.77689 3.30928
32 H 1.46605 -27.21965 -0.24835
33 H 1.50578 -26.76336 1.37247
34 H 0.11486 -24.93393 4.54842
35 H 1.65537 -25.49021 3.72549

Here are the Löwdin charges for atoms 1 to 4, given in e: number 1, Br, carries -0.52; number 2, P, carries 0.42; number 3, P, carries 0.41; number 4, O, carries -0.25